No. 1
Formula: C16H22N6
Source: OMol25
Level of theory: the ωB97M-V functional and the def2-TZVPD basis

Computed properties:
**LUMO level**: 0.018 Eh
**Total energy**: -951.346060 a.u.
**Frontier orbital gap**: 8.916 eV
**HOMO energy**: -0.30964 Eh
**F_max**: 1.86 eV/A

XYZ file:
```
44
Properties=species:S:1:pos:R:3:lowdin_charge:R:1
N -25.580 16.776 7.031 0.02
N -28.372 23.877 4.344 0.00
N -26.815 14.009 8.256 0.14
N -22.982 13.173 7.444 0.13
N -23.330 16.410 4.080 0.13
N -32.026 15.436 4.948 0.12
C -23.934 17.356 3.863 -0.27
C -28.055 22.666 4.847 -0.16
C -24.699 18.567 3.551 -0.07
C -30.221 15.639 6.818 -0.07
C -26.429 17.560 6.320 -0.16
C -25.055 18.876 7.551 -0.09
C -27.665 24.853 5.014 -0.14
C -27.179 22.825 5.910 -0.09
C -24.724 17.551 7.741 -0.14
C -21.681 15.429 7.322 -0.08
C -26.716 12.951 7.830 -0.28
C -26.887 24.237 5.933 -0.12
C -22.397 14.159 7.385 -0.28
C -26.548 11.610 7.324 -0.07
C -31.253 15.496 5.788 -0.29
C -26.194 18.871 6.688 -0.12
H -27.487 11.060 7.255 0.08
H -28.511 21.777 4.441 0.10
H -25.604 15.777 7.159 0.10
H -25.770 18.414 3.666 0.07
H -22.272 16.162 6.772 0.05
H -21.338 15.824 8.273 0.08
H -20.792 15.300 6.698 0.09
H -23.920 17.054 8.259 0.10
H -30.565 15.402 7.821 0.08
H -26.106 24.641 6.555 0.09
H -29.376 15.015 6.534 0.07
H -26.199 11.683 6.291 0.09
H -26.805 19.718 6.425 0.07
H -27.707 25.902 4.777 0.10
H -24.491 19.009 2.582 0.08
H -24.467 19.300 4.326 0.08
H -29.019 24.035 3.596 0.14
H -29.889 16.677 6.849 0.08
H -25.845 11.038 7.923 0.09
H -27.229 17.073 5.784 0.10
H -26.678 22.016 6.410 0.07
H -24.685 19.770 8.022 0.09
```


No. 2
Formula: C16H23AuN3O5S
Source: OMol25
Level of theory: the ωB97M-V functional and the def2-TZVPD basis

Computed properties:
**LUMO level (alpha / beta)**: -0.266 / -0.265 Eh
**Total energy**: -1697.561348 a.u.
**Charge**: +1
**Frontier orbital gap (alpha / beta)**: 5.846 / 5.767 eV
**HOMO energy (alpha / beta)**: -0.48124 / -0.47670 Eh
**F_max**: 4.50 eV/A

XYZ file:
```
49
Properties=species:S:1:pos:R:3:lowdin_charge:R:1
Au 2.840 -0.803 1.701 1.09
S 0.771 -0.907 3.066 0.73
O 4.479 0.651 1.963 -0.07
O 6.100 1.764 0.895 0.15
O 0.719 -1.739 -1.699 0.12
O 1.633 -1.944 0.290 -0.09
O 4.069 1.653 -3.838 0.14
N 3.546 -0.253 -0.295 0.05
N -0.416 -0.005 0.822 0.04
N -1.060 -2.080 1.592 0.04
C -0.472 2.424 0.442 -0.18
C 2.917 -0.029 -2.555 0.10
C 4.440 0.705 -0.412 -0.13
C 5.110 1.088 0.973 -0.60
C 4.654 1.360 -1.600 0.12
C 2.777 -0.612 -1.313 -0.17
C -3.291 -1.775 0.537 -0.19
C -1.904 -2.433 0.467 -0.16
C 3.877 0.983 -2.717 -0.26
C 1.623 -1.534 -0.917 -0.57
C -0.303 -1.001 1.681 -0.75
C 0.373 1.204 0.796 -0.21
C -4.188 -2.237 -0.611 -0.26
C -2.346 1.997 2.145 -0.10
C -1.284 2.957 1.624 -0.24
C -3.789 -1.671 -1.965 -0.10
H -1.384 -2.171 -0.462 0.10
H 5.367 2.164 -1.694 0.15
H -5.208 -1.918 -0.386 0.11
H 0.207 3.210 0.111 0.12
H 3.495 1.378 -4.568 0.14
H -3.019 1.682 1.349 0.07
H -1.769 3.880 1.304 0.11
H 2.263 -0.341 -3.355 0.14
H -4.201 -3.327 -0.658 0.11
H -2.799 -2.012 -2.260 0.07
H -4.491 -1.999 -2.728 0.08
H -0.604 3.207 2.439 0.11
H -1.901 1.116 2.605 0.06
H -3.793 -0.582 -1.949 0.07
H -0.982 -0.161 -0.005 0.15
H -1.132 2.186 -0.395 0.12
H 0.821 1.352 1.780 0.09
H -2.031 -3.516 0.490 0.14
H -3.199 -0.688 0.512 0.09
H -2.942 2.498 2.904 0.08
H 1.172 1.079 0.055 0.11
H -3.752 -2.053 1.486 0.12
H -0.993 -2.743 2.353 0.14
```


Which value of F_max does entry 2 give?
4.50 eV/A